Formula: C3H4N2O
Source: the Open Molecules 2025 dataset
Level of theory: ωB97M-V/def2-TZVPD

Values from the calculation:
**Total charge**: 0
**HOMO energy**: -8.39 eV
**Relative energy (zero: lowest compared OMol25 entry of this formula, charge and spin)**: 5.123 eV

Atoms and positions in Å:
O  -2.1152  0.0970  0.4565
C  -0.7804  0.1158  0.2915
C  0.1634  1.0523  0.6759
C  1.3082  0.4066  0.1522
N  1.0643  -0.8767  -0.4990
N  -0.2471  -0.9461  -0.3879
H  -2.3164  0.9211  0.9245
H  1.3127  0.3027  -1.0924
H  2.3580  0.5967  0.3676
H  -0.7477  -1.6693  -0.8890

Cartesian forces (eV/Å) of the 3 atoms listed first:
O 0.05 0.15 0.09
C 0.13 0.01 -0.08
C -0.01 -0.40 -0.28


Formula: C3H4N2O
Source: the Open Molecules 2025 dataset
Level of theory: ωB97M-V/def2-TZVPD

Values from the calculation:
**Total charge**: 0
**HOMO energy**: -8.86 eV
**Relative energy (zero: lowest compared OMol25 entry of this formula, charge and spin)**: 5.634 eV

Atoms and positions in Å:
O  -1.4647  0.5847  1.5310
C  -1.3542  0.4559  0.2344
C  0.0602  0.3229  -0.2371
C  1.3750  -0.2669  0.2629
N  1.3646  -1.2314  -0.5902
N  0.0558  -0.9242  -1.0328
H  -2.4139  0.7109  1.6879
H  0.2789  1.2815  -0.7392
H  2.1954  0.0025  0.9175
H  -0.0971  -0.9359  -2.0345

Cartesian forces (eV/Å) of the 3 atoms listed first:
O -0.10 0.13 -0.22
C 0.19 0.18 0.30
C -0.28 0.04 -0.07


Formula: C3H4N2O
Source: the Open Molecules 2025 dataset
Level of theory: ωB97M-V/def2-TZVPD

Values from the calculation:
**Total charge**: 0
**HOMO energy**: -8.56 eV
**Relative energy (zero: lowest compared OMol25 entry of this formula, charge and spin)**: 5.112 eV

Atoms and positions in Å:
O  -0.7560  -1.3810  -1.1126
C  -0.6777  0.8339  -0.5034
C  0.5553  1.1937  -0.0624
N  1.0971  0.1665  0.7502
N  0.4368  -0.8885  0.8624
C  -0.7852  -0.5568  0.0334
H  -1.4065  -0.9448  -1.6927
H  1.1419  2.0867  -0.2057
H  1.9863  0.2279  1.2485
H  -1.6286  -0.7652  0.7140

Cartesian forces (eV/Å) of the 3 atoms listed first:
O -0.55 -0.48 0.20
C 0.23 0.23 0.28
C -0.35 0.40 0.14


Formula: C3H4N2O
Source: the Open Molecules 2025 dataset
Level of theory: ωB97M-V/def2-TZVPD

Values from the calculation:
**Total charge**: 0
**HOMO energy**: -9.38 eV
**Relative energy (zero: lowest compared OMol25 entry of this formula, charge and spin)**: 2.011 eV

Atoms and positions in Å:
O  -0.0567  -1.6278  -1.5405
C  -0.0291  -0.7944  -0.6573
C  0.5254  -0.7429  0.7124
N  0.5674  0.5585  1.2328
C  -0.0001  1.2983  0.3296
N  -0.4524  0.6192  -0.7575
H  -0.7439  -1.2793  0.6319
H  1.2139  -1.4619  1.1520
H  -0.1229  2.3757  0.4499
H  -0.9015  1.0545  -1.5533

Cartesian forces (eV/Å) of the 3 atoms listed first:
O -0.37 0.57 0.54
C 1.55 1.60 -1.60
C -2.28 -1.58 0.03


Formula: C3H4N2O
Source: the Open Molecules 2025 dataset
Level of theory: ωB97M-V/def2-TZVPD

Values from the calculation:
**Total charge**: 0
**HOMO energy**: -8.19 eV
**Relative energy (zero: lowest compared OMol25 entry of this formula, charge and spin)**: 4.785 eV

Atoms and positions in Å:
O  2.0153  -0.2175  0.2086
C  0.6737  -0.0031  0.0200
C  -0.4151  -0.8735  0.4452
N  -1.6337  -0.5000  0.3274
N  -0.8071  1.8656  -0.7932
C  0.0603  1.0540  -0.5085
H  2.3798  -0.7454  -0.5111
H  -0.0807  -1.8529  0.7965
H  -2.2892  -1.2042  0.6400
H  0.0966  2.4771  -0.6249

Cartesian forces (eV/Å) of the 3 atoms listed first:
O 0.14 -0.21 -0.28
C -0.35 -0.14 0.18
C -0.13 -0.13 0.25


Formula: C3H4N2O2
Source: the Open Molecules 2025 dataset
Level of theory: ωB97M-V/def2-TZVPD

Values from the calculation:
**Total charge**: 0
**SMILES**: CO/C(C#N)=N\O
**HOMO energy**: -10.17 eV
**Relative energy (zero: lowest compared OMol25 entry of this formula, charge and spin)**: 5.233 eV

Atoms and positions in Å:
C  0.4937  -1.1009  1.7362
O  -0.5161  -0.2136  1.0068
C  -0.0981  0.3554  -0.1985
C  -0.9309  1.4615  -0.6451
N  -1.7940  2.2742  -0.8354
N  0.6957  -0.2096  -1.0829
O  1.3704  -1.4120  -0.5255
H  0.4857  -2.0613  1.2476
H  0.2239  -1.1591  2.8195
H  1.5446  -0.7771  1.4468
H  1.8106  -1.7461  -1.2918

Cartesian forces (eV/Å) of the 3 atoms listed first:
C 0.52 0.87 -0.78
O 1.77 0.58 -0.49
C 0.44 -3.50 0.02


Formula: C3H4N2O2
Source: the Open Molecules 2025 dataset
Level of theory: ωB97M-V/def2-TZVPD

Values from the calculation:
**Total charge**: 0
**HOMO energy (alpha / beta)**: -8.60 / -8.62 eV
**Relative energy (zero: lowest compared OMol25 entry of this formula, charge and spin)**: 6.151 eV

Atoms and positions in Å:
C  1.2070  0.0068  0.1469
C  -2.6408  0.2334  -0.1498
C  1.8051  -1.2950  0.2996
N  0.3495  0.8139  -0.1328
N  -0.9330  2.0955  -0.6943
O  -2.3983  -0.5051  -0.9871
O  -2.9728  0.7785  0.8015
H  2.8182  -1.1502  0.6007
H  1.4193  -1.8580  1.2065
H  1.6082  -1.9084  -0.7217
H  -0.2623  2.7885  -0.3693

Cartesian forces (eV/Å) of the 3 atoms listed first:
C -6.53 4.17 -1.89
C -0.44 -0.35 1.14
C -0.53 -2.03 -0.56


Formula: C3H4N2O2
Source: the Open Molecules 2025 dataset
Level of theory: ωB97M-V/def2-TZVPD

Values from the calculation:
**Total charge**: 0
**SMILES**: O=CC(=O)N1CN1
**HOMO energy**: -9.18 eV
**Relative energy (zero: lowest compared OMol25 entry of this formula, charge and spin)**: 5.214 eV

Atoms and positions in Å:
O  1.8730  1.0669  -1.5671
C  1.6686  0.7313  -0.4303
C  0.9891  -0.5098  0.0558
O  1.4365  -1.6159  0.0478
N  -0.3185  -0.0794  0.6945
C  -1.6402  -0.5871  0.5732
N  -1.1953  0.6775  -0.0120
H  2.0232  1.5049  0.3112
H  -2.1373  -0.5709  1.5360
H  -1.7244  -1.2803  -0.1942
H  -0.9747  0.6629  -1.0149

Cartesian forces (eV/Å) of the 3 atoms listed first:
O -0.54 -1.10 -0.40
C 1.43 2.61 0.09
C -3.15 -0.25 1.00


Formula: C3H4N2O2
Source: the Open Molecules 2025 dataset
Level of theory: ωB97M-V/def2-TZVPD

Values from the calculation:
**Total charge**: 0
**HOMO energy**: -9.12 eV
**Relative energy (zero: lowest compared OMol25 entry of this formula, charge and spin)**: 4.976 eV

Atoms and positions in Å:
N  -2.1139  -0.4004  -0.2430
C  -1.0429  0.2620  0.2704
C  -0.5645  1.2852  0.8651
O  2.5403  0.6979  -1.1366
C  2.4133  -0.3445  -0.6181
O  2.5713  -1.4098  -0.1386
N  0.3515  -0.3183  0.0941
H  -1.7266  -1.1816  -0.7519
H  -2.8375  0.0957  -0.7497
H  -0.2640  2.1178  1.4823
H  0.6729  -0.8040  0.9261

Cartesian forces (eV/Å) of the 3 atoms listed first:
N 0.14 -0.14 -0.13
C 1.59 -0.99 -0.32
C 0.95 -1.13 -0.31


Formula: C3H4N2O2
Source: the Open Molecules 2025 dataset
Level of theory: ωB97M-V/def2-TZVPD

Values from the calculation:
**Total charge**: 0
**SMILES**: [H]/N=C1/NCC(=O)O1
**HOMO energy**: -9.38 eV
**Relative energy (zero: lowest compared OMol25 entry of this formula, charge and spin)**: 3.266 eV

Atoms and positions in Å:
H  2.1482  -2.0373  0.1505
N  2.0866  -0.9594  -0.2229
C  0.9164  -0.4650  -0.0535
N  0.5465  0.7600  -0.0029
C  -0.8378  0.9878  0.0500
C  -1.2451  -0.6201  -0.1343
O  -2.3487  -1.1254  -0.1789
O  -0.1420  -1.3825  0.2976
H  1.0194  1.7283  -0.1692
H  -1.1187  1.6126  -0.8396
H  -1.0247  1.5011  1.1033

Cartesian forces (eV/Å) of the 3 atoms listed first:
H -0.60 3.54 -1.57
N -0.19 -2.12 1.24
C 4.39 -6.11 1.12


Formula: C3H4N2O2
Source: the Open Molecules 2025 dataset
Level of theory: ωB97M-V/def2-TZVPD

Values from the calculation:
**Total charge**: 0
**SMILES**: Oc1c[nH]c(O)n1
**HOMO energy**: -8.22 eV
**Relative energy (zero: lowest compared OMol25 entry of this formula, charge and spin)**: 1.701 eV

Atoms and positions in Å:
O  2.3609  0.6170  0.2341
C  1.1113  0.1932  -0.0512
C  0.6389  -1.0873  -0.0677
N  -0.7240  -0.9368  -0.2973
C  -0.9659  0.3845  -0.3471
O  -2.2324  0.8237  -0.1507
N  0.1179  1.1102  -0.2564
H  2.3010  1.5828  0.1997
H  1.0619  -2.0275  0.2317
H  -1.4447  -1.6406  -0.3026
H  -2.2250  0.9807  0.8076

Cartesian forces (eV/Å) of the 3 atoms listed first:
O -0.01 0.15 -0.26
C -0.05 -0.19 0.08
C 0.20 -0.01 0.09


Formula: C3H4N2O2
Source: the Open Molecules 2025 dataset
Level of theory: ωB97M-V/def2-TZVPD

Values from the calculation:
**Total charge**: 0
**SMILES**: O=C1NO1.C#CN
**HOMO energy**: -9.31 eV
**Relative energy (zero: lowest compared OMol25 entry of this formula, charge and spin)**: 5.936 eV

Atoms and positions in Å:
O  2.5610  0.7224  -1.0788
C  2.1212  -0.2523  -0.5714
N  0.9972  -0.9072  -0.0819
O  2.4611  -1.4487  -0.1366
H  0.8323  -0.6409  0.8950
C  -0.7581  1.3631  0.9775
C  -1.4213  0.5485  0.3819
N  -2.1614  -0.4084  -0.2339
H  -0.1952  2.1557  1.4162
H  -1.5775  -1.0944  -0.6994
H  -2.8594  -0.0378  -0.8686

Cartesian forces (eV/Å) of the 3 atoms listed first:
O -0.23 -0.61 0.29
C 0.17 0.44 -0.15
N -0.16 0.06 0.01


Formula: C3H4N2O2
Source: the Open Molecules 2025 dataset
Level of theory: ωB97M-V/def2-TZVPD

Values from the calculation:
**Total charge**: 0
**HOMO energy**: -9.55 eV
**Relative energy (zero: lowest compared OMol25 entry of this formula, charge and spin)**: 3.612 eV

Atoms and positions in Å:
C  -1.5005  -0.4058  0.0099
N  -0.3186  0.3654  -0.3918
N  0.6820  -0.4004  -1.0538
C  1.6960  -0.4831  -0.2397
O  1.7028  0.1322  0.8914
C  0.2570  1.2559  0.4075
O  0.2939  2.3834  0.7048
H  -1.9963  -0.7127  -0.9107
H  -1.1985  -1.2960  0.5758
H  -2.1810  0.1993  0.6151
H  2.5633  -1.0382  -0.6086

Cartesian forces (eV/Å) of the 3 atoms listed first:
C -0.10 0.00 -0.02
N 0.00 0.26 -0.23
N 0.05 -0.64 0.07


Formula: C3H4N2O2
Source: the Open Molecules 2025 dataset
Level of theory: ωB97M-V/def2-TZVPD

Values from the calculation:
**Total charge**: 0
**SMILES**: Nc1ncoc1O
**HOMO energy**: -8.29 eV
**Relative energy (zero: lowest compared OMol25 entry of this formula, charge and spin)**: 3.036 eV

Atoms and positions in Å:
N  0.9018  -1.9514  -0.4626
C  0.2643  -0.7879  -0.0254
N  -0.4658  -0.7815  1.1447
C  -1.0578  0.3566  1.2525
O  -0.6545  1.1965  0.4261
C  0.2005  0.5508  -0.4544
O  0.5990  1.4163  -1.5030
H  0.3320  -2.6890  -0.0096
H  1.0262  -2.0264  -1.4955
H  -1.9897  0.5502  1.9423
H  1.5817  1.6761  -1.2325

Cartesian forces (eV/Å) of the 3 atoms listed first:
N -0.69 0.03 -0.07
C 0.17 3.44 -0.31
N -0.82 -2.47 0.06


Formula: C3H4N2O2
Source: the Open Molecules 2025 dataset
Level of theory: ωB97M-V/def2-TZVPD

Values from the calculation:
**Total charge**: 0
**SMILES**: Cn1ncoc1=O
**HOMO energy**: -9.47 eV
**Relative energy (zero: lowest compared OMol25 entry of this formula, charge and spin)**: 1.686 eV

Atoms and positions in Å:
C  0.8248  -0.0315  1.3998
N  0.1327  -0.1708  0.1383
N  0.8162  -0.1391  -1.0551
C  -0.0963  0.0848  -1.9223
O  -1.3411  0.2238  -1.4156
C  -1.2142  -0.0223  -0.0417
O  -2.1308  -0.1031  0.7302
H  1.3643  -0.9399  1.6759
H  1.5318  0.8012  1.3313
H  0.0639  0.1804  2.1524
H  0.0486  0.1164  -2.9931

Cartesian forces (eV/Å) of the 3 atoms listed first:
C 0.00 -0.04 0.10
N -0.21 0.03 0.08
N -0.17 0.24 -0.23


Formula: C3H4N2O2S
Source: the Open Molecules 2025 dataset
Level of theory: ωB97M-V/def2-TZVPD

Values from the calculation:
**Total charge**: 0
**SMILES**: O=C1CNNC(=O)S1
**HOMO energy**: -9.50 eV
**Relative energy (zero: lowest compared OMol25 entry of this formula, charge and spin)**: 2.919 eV

Atoms and positions in Å:
O  0.8975  -1.5155  1.9183
C  0.2020  -0.9706  1.1426
C  -1.2862  -0.4881  1.2005
N  -1.6189  -0.2336  -0.2217
N  -1.0366  1.0008  -0.5885
C  0.2450  0.9752  -1.0308
O  0.6170  1.9510  -1.7533
S  1.1911  -0.3975  -0.3115
H  -1.8262  -1.4901  1.4464
H  -1.3783  0.3393  1.8186
H  -2.7328  -0.1622  -0.6005
H  -1.6114  1.7195  -1.2031

Cartesian forces (eV/Å) of the 3 atoms listed first:
O -0.46 -1.15 1.38
C 0.17 2.31 -1.30
C -0.18 -4.71 -2.62


Formula: C3H4N2O2S
Source: the Open Molecules 2025 dataset
Level of theory: ωB97M-V/def2-TZVPD

Values from the calculation:
**Total charge**: 0
**SMILES**: C=N/C=C\N=S(=O)=O
**HOMO energy (alpha / beta)**: -8.94 / -8.94 eV
**Relative energy (zero: lowest compared OMol25 entry of this formula, charge and spin)**: 5.245 eV

Atoms and positions in Å:
C  0.3716  -1.5009  0.2440
N  1.2769  -0.5747  0.4462
C  1.4938  0.6706  0.1613
C  0.3117  1.5302  -0.2327
N  -0.8140  1.0555  -0.5433
S  -2.0383  0.1802  0.0093
O  -1.3715  -0.6816  1.0030
O  -2.6110  -0.6014  -1.0617
H  -0.1093  -1.4548  -0.6784
H  0.2903  -2.2964  0.9247
H  2.5196  1.1766  0.2877
H  0.6803  2.4967  -0.5602

Cartesian forces (eV/Å) of the 3 atoms listed first:
C -0.11 2.99 1.31
N 1.78 0.29 0.07
C -1.65 -0.17 0.99


Formula: C3H4N2O2S
Source: the Open Molecules 2025 dataset
Level of theory: ωB97M-V/def2-TZVPD

Values from the calculation:
**Total charge**: 0
**SMILES**: NN1CC(=O)SC1=O
**HOMO energy**: -9.70 eV
**Relative energy (zero: lowest compared OMol25 entry of this formula, charge and spin)**: 3.167 eV

Atoms and positions in Å:
N  0.2008  1.2692  -1.4051
N  -0.0553  0.1967  -0.5231
C  0.9289  -0.7007  0.0076
C  0.2607  -1.5294  1.1902
O  0.9171  -2.3891  1.7577
S  -1.5268  -0.9525  1.4112
C  -1.2459  0.3960  0.3194
O  -1.9737  1.4849  0.2454
H  -0.8862  1.7661  -1.8467
H  0.5015  2.0131  -0.7136
H  1.7440  -0.0421  0.2382
H  1.1349  -1.5123  -0.6812

Cartesian forces (eV/Å) of the 3 atoms listed first:
N -2.03 2.64 -0.07
N -5.63 0.58 1.55
C -1.68 -0.31 -0.02


Formula: C3H4N2O2S
Source: the Open Molecules 2025 dataset
Level of theory: ωB97M-V/def2-TZVPD

Values from the calculation:
**Total charge**: 0
**HOMO energy**: -9.23 eV
**Relative energy (zero: lowest compared OMol25 entry of this formula, charge and spin)**: 4.369 eV

Atoms and positions in Å:
C  0.5464  -1.6535  -1.5258
C  -0.4126  0.0385  -0.1364
C  -0.6774  1.8658  1.3254
H  -0.3143  -1.3490  -2.5208
H  1.2184  -1.4010  0.8128
H  1.1210  1.2813  0.6525
H  -2.0190  1.3966  1.3890
N  0.5715  -0.9519  -0.1876
N  0.1087  1.0503  0.6938
O  -1.5678  -0.1103  -0.6569
O  -0.2161  2.7070  2.0207
S  1.6415  -2.8739  -1.8666

Cartesian forces (eV/Å) of the 3 atoms listed first:
C 0.35 -0.94 -0.38
C -2.54 -1.60 0.09
C -5.25 -0.14 2.87


Formula: C3H4N2O3
Source: the Open Molecules 2025 dataset
Level of theory: ωB97M-V/def2-TZVPD

Values from the calculation:
**Total charge**: 0
**HOMO energy**: -10.12 eV
**Relative energy (zero: lowest compared OMol25 entry of this formula, charge and spin)**: 6.815 eV

Atoms and positions in Å:
C  1.4166  -0.1374  -0.2721
C  -0.7650  0.2030  -0.2108
C  -2.0093  -0.3885  0.3402
H  2.3281  -1.6038  -0.0308
H  1.5638  1.5528  0.4975
H  -1.0638  0.5241  -1.1782
H  -2.0300  -1.4138  1.2642
N  2.4937  -0.5560  -0.1264
N  1.0538  1.2758  -0.2619
O  -0.1400  1.3634  0.3949
O  0.1897  -0.8669  0.0329
O  -3.0376  0.0474  -0.4496

Cartesian forces (eV/Å) of the 3 atoms listed first:
C -8.33 2.77 1.67
C 0.66 -0.85 2.96
C -6.96 0.70 -2.83


no.,F_max (hartree/bohr)
1,0.009
2,0.010
3,0.015
4,0.055
5,0.041
6,0.111
7,0.155
8,0.111
9,0.080
10,0.148
11,0.014
12,0.014
13,0.029
14,0.105
15,0.011
16,0.105
17,0.063
18,0.124
19,0.116
20,0.174